A:
Computed, not measured: C33H31Br2FN9O7Ti as an isolated structure, with ωB97M-V/def2-TZVPD.

Summary:
charge: +1
LUMO: -3.03 eV
gap between HOMO and LUMO: 7.4 eV
highest occupied orbital energy: -10.40 eV

Atoms and positions in Å:
Ti -0.9529 1.3212 -0.5419
N -0.7300 0.0632 1.2788
C -0.8990 -1.3850 1.0654
C 0.1222 -2.2163 1.8682
C -0.3744 -3.5325 2.4888
C -0.6341 -4.6920 1.5277
N 0.6119 -5.3965 1.1633
C 1.3344 -5.1670 0.0767
N 0.9860 -4.2223 -0.7800
N 2.4347 -5.9128 -0.1478
C -0.7605 -1.6424 -0.4275
O -0.7263 -2.7982 -0.8703
O -0.6590 -0.5844 -1.1487
H 0.1739 0.2672 1.6595
H -1.4398 0.4680 1.9182
H -1.9081 -1.6675 1.3431
H 0.4681 -1.5931 2.6949
H 0.9946 -2.4180 1.2337
H -1.3038 -3.3448 3.0373
H 0.3659 -3.8580 3.2234
H -1.1084 -4.3475 0.6193
H -1.2967 -5.4195 1.9887
H 0.9527 -6.0870 1.8011
H 0.1028 -3.6896 -0.6987
H 1.5332 -4.0895 -1.6138
H 2.7486 -6.5935 0.5195
H 3.0593 -5.6829 -0.8965
O -2.8362 0.4214 -0.3547
C -3.6487 0.4731 -1.2976
C -3.4344 0.9465 -2.6382
C -4.5532 0.8487 -3.4811
C -4.4782 1.2671 -4.7630
C -3.3003 1.8258 -5.2661
C -2.1980 1.9369 -4.4613
C -2.2159 1.4852 -3.1368
O -1.1065 1.5641 -2.4336
N -5.6629 1.1261 -5.6516
O -5.5298 1.4710 -6.8160
O -6.6958 0.6758 -5.1745
H -4.6551 0.1188 -1.0946
H -5.4851 0.4321 -3.1121
H -3.2794 2.1655 -6.2931
H -1.2769 2.3760 -4.8261
Br 3.5117 -2.9586 0.8808
C 4.3618 -1.2625 0.7103
C 3.9568 -0.2218 1.5323
C 4.5121 1.0398 1.3510
C 5.4675 1.2510 0.3627
C 5.9256 0.1825 -0.3824
C 5.3605 -1.0831 -0.2271
N 6.1118 2.5548 0.1838
N 5.3905 3.5833 0.1274
C 3.9423 3.4180 0.0607
C 3.2009 4.1780 0.9068
C 1.8203 3.9281 1.1396
C 1.2131 2.9088 0.4850
O -0.0244 2.4448 0.6994
C 1.9401 2.2305 -0.5172
N 1.2071 1.2947 -1.1940
C 1.7651 0.6316 -2.1750
C 3.0809 0.8903 -2.5763
C 3.8300 1.8060 -1.8902
C 3.2779 2.4798 -0.7767
H 3.2128 -0.3891 2.3015
H 4.2007 1.8660 1.9833
H 6.7166 0.3479 -1.1113
H 5.7051 -1.9144 -0.8277
H 3.7178 4.9459 1.4786
H 1.2599 4.5116 1.8617
H 1.1515 -0.1148 -2.6616
H 3.4854 0.3702 -3.4374
H 4.8413 2.0311 -2.2095
Br -6.3306 3.0179 5.4869
C -4.9006 2.3477 4.4831
C -4.7331 2.7452 3.1736
C -3.6789 2.2027 2.4597
N -2.8140 1.3188 2.9865
C -2.9897 0.9711 4.2711
C -4.0174 1.4532 5.0593
H -5.4048 3.4627 2.7099
H -3.5092 2.4936 1.4292
H -2.2668 0.2729 4.6915
H -4.1267 1.1390 6.0931
F -2.1101 2.7118 -0.5044

Taken from the Löwdin analysis, the atomic charges in e are:
1 Ti 1.232
2 N 0.027
3 C -0.223
4 C -0.143
5 C -0.150
6 C -0.127
7 N 0.100
8 C -0.514
9 N 0.197
10 N 0.173
11 C -0.463
12 O 0.054
13 O -0.096
14 H 0.100
15 H 0.071
16 H 0.162
17 H 0.118
18 H 0.033
19 H 0.121
20 H 0.117
21 H 0.114
22 H 0.129
23 H 0.151
24 H -0.071
25 H 0.130
26 H 0.119
27 H 0.110
28 O -0.072
29 C -0.098
30 C -0.090
31 C 0.054
32 C -0.131
33 C 0.039
34 C 0.033
35 C -0.269
36 O -0.146
37 N -0.338
38 O 0.083
39 O 0.077
40 H 0.146
41 H 0.136
42 H 0.130
43 H 0.132
44 Br 0.857
45 C -0.644
46 C -0.100
47 C -0.020
48 C -0.280
49 C -0.032
50 C -0.111
51 N 0.097
52 N 0.101
53 C -0.241
54 C -0.006
55 C 0.033
56 C -0.296
57 O -0.180
58 C -0.134
59 N 0.064
60 C -0.078
61 C -0.009
62 C 0.018
63 C -0.116
64 H 0.103
65 H 0.130
66 H 0.128
67 H 0.106
68 H 0.128
69 H 0.129
70 H 0.125
71 H 0.119
72 H 0.130
73 Br 0.803
74 C -0.703
75 C -0.097
76 C -0.105
77 N 0.043
78 C -0.128
79 C -0.109
80 H 0.113
81 H 0.098
82 H 0.111
83 H 0.109
84 F -0.313



B:
Computed, not measured: C33H31Br2FN9O7Ti as an isolated structure, with ωB97M-V/def2-TZVPD.

Summary:
charge: +1
LUMO: -3.08 eV
gap between HOMO and LUMO: 7.0 eV
highest occupied orbital energy: -10.06 eV

Atoms and positions in Å:
Ti -0.5474 0.6568 0.5191
N 2.3424 2.1939 -1.5840
C 1.3221 2.2780 -2.6228
C 1.6232 3.4470 -3.5752
C 0.8073 3.6790 -4.8536
C 0.5302 2.4625 -5.7341
N -0.6326 1.7486 -5.2210
C -1.0371 0.5483 -5.5672
N -0.4528 -0.1193 -6.5656
N -2.0586 -0.0093 -4.8988
C -0.0923 2.3176 -1.9879
O -1.0646 2.6456 -2.6684
O -0.1939 2.0248 -0.7299
H 2.2882 2.9743 -0.9439
H 3.2702 2.1747 -1.9870
H 1.3629 1.3329 -3.1810
H 2.6644 3.3172 -3.8742
H 1.5761 4.3615 -2.9809
H 1.3572 4.3964 -5.4617
H -0.1459 4.1497 -4.6023
H 1.4018 1.7993 -5.7717
H 0.3221 2.8101 -6.7477
H -1.0033 2.1180 -4.3386
H 0.2510 0.3237 -7.1302
H -0.7935 -1.0143 -6.8692
H -2.4139 0.4504 -4.0751
H -2.4611 -0.8850 -5.1772
O -1.8941 -0.1352 -1.1140
C -1.7406 -1.0983 -1.8598
C -0.4879 -1.6988 -2.1913
C -0.4195 -2.6542 -3.2066
C 0.7786 -3.2163 -3.5318
C 1.9448 -2.8979 -2.8095
C 1.8997 -1.9745 -1.8042
C 0.6856 -1.3131 -1.4773
O 0.6565 -0.4193 -0.5695
N 0.8509 -4.1370 -4.6664
O -0.1051 -4.1691 -5.4305
O 1.8562 -4.8071 -4.7884
H -2.6303 -1.5396 -2.3326
H -1.3099 -2.9507 -3.7509
H 2.8696 -3.3924 -3.0774
H 2.7838 -1.7046 -1.2398
Br -3.4270 -2.6889 7.1744
C -1.5626 -2.6763 6.8618
C -0.9248 -1.4730 6.6038
C 0.4385 -1.4633 6.3613
C 1.1641 -2.6524 6.3922
C 0.5165 -3.8417 6.7039
C -0.8531 -3.8639 6.9117
N 2.5855 -2.7339 6.2258
N 3.2130 -2.0492 5.3987
C 2.5833 -1.2661 4.3861
C 3.0054 0.0283 4.2382
C 2.3903 0.9177 3.3361
C 1.3759 0.4853 2.5316
O 0.6706 1.2736 1.6946
C 1.0153 -0.8836 2.5770
N 0.0605 -1.2540 1.6877
C -0.3456 -2.4973 1.6710
C 0.2170 -3.4795 2.5033
C 1.1971 -3.1274 3.3898
C 1.6061 -1.7803 3.4830
H -1.4896 -0.5516 6.5806
H 0.9415 -0.5233 6.1765
H 1.0978 -4.7554 6.7574
H -1.3633 -4.7938 7.1237
H 3.7918 0.3814 4.8970
H 2.7045 1.9536 3.2914
H -1.1277 -2.7466 0.9632
H -0.1275 -4.5015 2.4324
H 1.6609 -3.8817 4.0110
Br -5.0202 5.6695 2.5817
C -3.7464 4.3966 2.0390
C -2.4712 4.4153 2.5714
C -1.5647 3.4754 2.1167
N -1.8649 2.5609 1.1996
C -3.1047 2.5463 0.7032
C -4.0801 3.4412 1.0927
H -2.1873 5.1457 3.3173
H -0.5493 3.4589 2.4920
H -3.3220 1.7861 -0.0341
H -5.0753 3.3968 0.6708
F -1.9886 0.0778 1.3641

Taken from the Löwdin analysis, the atomic charges in e are:
1 Ti 1.204
2 N 0.065
3 C -0.298
4 C -0.141
5 C -0.167
6 C -0.160
7 N 0.099
8 C -0.427
9 N 0.226
10 N 0.216
11 C -0.484
12 O 0.046
13 O -0.135
14 H 0.090
15 H 0.083
16 H 0.145
17 H 0.116
18 H 0.128
19 H 0.119
20 H 0.118
21 H 0.129
22 H 0.128
23 H 0.101
24 H 0.117
25 H 0.128
26 H 0.119
27 H 0.124
28 O -0.034
29 C -0.172
30 C -0.121
31 C 0.034
32 C -0.150
33 C 0.030
34 C 0.040
35 C -0.303
36 O -0.118
37 N -0.355
38 O 0.052
39 O 0.097
40 H 0.142
41 H 0.127
42 H 0.128
43 H 0.132
44 Br 0.758
45 C -0.691
46 C -0.109
47 C -0.019
48 C -0.281
49 C -0.027
50 C -0.114
51 N 0.088
52 N 0.088
53 C -0.235
54 C -0.007
55 C 0.026
56 C -0.264
57 O -0.151
58 C -0.128
59 N 0.047
60 C -0.076
61 C -0.010
62 C 0.020
63 C -0.086
64 H 0.106
65 H 0.119
66 H 0.121
67 H 0.106
68 H 0.125
69 H 0.126
70 H 0.129
71 H 0.115
72 H 0.120
73 Br 0.795
74 C -0.683
75 C -0.087
76 C -0.091
77 N -0.004
78 C -0.103
79 C -0.082
80 H 0.110
81 H 0.120
82 H 0.112
83 H 0.111
84 F -0.316



Which one sits at the bottom of the stability order? A does.



A:
Computed, not measured: a 2-piece molecular cluster, C4H12S overall, with ωB97M-V/def2-TZVPD.

Summary:
LUMO: 1.01 eV
gap between HOMO and LUMO: 10.1 eV
SMILES: CCS.CC
highest occupied orbital energy: -9.14 eV

Atoms and positions in Å:
C 1.0738 0.5685 -0.9777
C -0.4720 0.2785 -0.6399
S -1.9666 0.2462 -1.7584
H 1.3997 1.6412 -1.0856
H 1.5213 0.1806 -1.8910
H 1.5763 0.0823 -0.1632
H -0.2917 -0.7450 -0.0659
H -0.5743 1.1488 0.1570
H -1.3362 -0.5537 -2.6235
C 0.9483 -0.1616 2.8294
C 1.8985 -1.0457 2.0036
H 0.6131 -0.7455 3.6686
H 1.3225 0.7410 3.3086
H 0.1789 0.2075 2.1864
H 1.3435 -2.0117 1.7741
H 2.8397 -1.2853 2.4878
H 2.1810 -0.4388 1.0898

Taken from the natural (NBO) analysis, the atomic charges in e are:
1 C -0.613
2 C -0.550
3 S -0.018
4 H 0.207
5 H 0.208
6 H 0.204
7 H 0.210
8 H 0.227
9 H 0.120
10 C -0.615
11 C -0.601
12 H 0.206
13 H 0.205
14 H 0.203
15 H 0.208
16 H 0.209
17 H 0.190



B:
Computed, not measured: a 2-piece molecular cluster, C4H12S overall, with ωB97M-V/def2-TZVPD.

Summary:
LUMO: 0.96 eV
gap between HOMO and LUMO: 9.5 eV
SMILES: CSC.CC
highest occupied orbital energy: -8.50 eV

Atoms and positions in Å:
C -1.4295 1.3475 1.1771
S 0.2342 1.6137 0.5909
C 0.0402 2.6504 -0.9195
H -1.4570 0.9180 2.1814
H -1.9796 0.5658 0.6289
H -2.0431 2.2501 1.2620
H 0.9439 2.6110 -1.5241
H -0.1208 3.6875 -0.6226
H -0.8708 2.4189 -1.4518
C -0.0045 -3.6916 -0.1297
C 1.0882 -3.2413 -1.1386
H 0.5442 -4.4154 0.4605
H -0.8057 -4.0950 -0.7527
H -0.3244 -2.8065 0.4056
H 1.9890 -2.8005 -0.7257
H 1.3877 -4.0970 -1.7556
H 0.7830 -2.5400 -1.9262

Taken from the natural (NBO) analysis, the atomic charges in e are:
1 C -0.775
2 S 0.180
3 C -0.731
4 H 0.239
5 H 0.213
6 H 0.217
7 H 0.233
8 H 0.209
9 H 0.217
10 C -0.610
11 C -0.604
12 H 0.208
13 H 0.205
14 H 0.205
15 H 0.202
16 H 0.194
17 H 0.197



C:
Computed, not measured: a 2-piece molecular cluster, C4H12S overall, with ωB97M-V/def2-TZVPD.

Summary:
LUMO: 0.99 eV
gap between HOMO and LUMO: 9.5 eV
SMILES: CSC.CC
highest occupied orbital energy: -8.49 eV

Atoms and positions in Å:
C -0.9150 -1.2903 2.5401
S 0.2833 0.0535 2.2786
C -0.5895 1.3397 1.3675
H -1.5190 -1.3362 1.6339
H -1.6061 -1.1642 3.3761
H -0.3649 -2.2065 2.7318
H -1.0934 2.0134 2.0676
H 0.1174 2.0185 0.8961
H -1.3157 1.0330 0.6215
C 0.5271 0.3814 -1.7580
C 1.3045 -0.5351 -2.6865
H -0.4919 0.0666 -1.4998
H 0.9236 0.5432 -0.7565
H 0.3241 1.3941 -2.1242
H 2.0998 0.0115 -3.1833
H 0.6262 -0.9661 -3.4208
H 1.6894 -1.3565 -2.0841

Taken from the natural (NBO) analysis, the atomic charges in e are:
1 C -0.736
2 S 0.179
3 C -0.762
4 H 0.216
5 H 0.210
6 H 0.231
7 H 0.213
8 H 0.235
9 H 0.219
10 C -0.618
11 C -0.612
12 H 0.197
13 H 0.209
14 H 0.199
15 H 0.208
16 H 0.205
17 H 0.208



Which one sits at the bottom of the stability order? A does.



A:
Computed, not measured: a 2-piece molecular cluster, C4H6O4 overall, with ωB97M-V/def2-TZVPD.

Summary:
LUMO: -0.56 eV
gap between HOMO and LUMO: 8.6 eV
highest occupied orbital energy: -9.16 eV

Atoms and positions in Å:
C -1.0365 -0.0712 0.1756
C -0.1778 0.6747 -0.9506
C 1.0695 -0.1225 -0.2003
C 0.3396 -0.1043 1.0686
H -3.1922 0.1384 0.5686
H -1.5654 -1.2071 0.2056
H -0.0627 1.6403 -0.3809
H 0.1451 -0.1092 -2.7291
H 0.3480 0.7453 1.6792
H -0.2487 -1.4703 2.2611
O -1.9576 0.6564 0.7967
O -0.3421 0.8085 -2.3664
O 2.2550 -0.4162 -0.3779
O 0.4705 -1.2984 1.6770

Taken from the natural (NBO) analysis, the atomic charges in e are:
1 C 0.075
2 C -0.023
3 C 0.551
4 C -0.047
5 H 0.455
6 H 0.176
7 H 0.203
8 H 0.485
9 H 0.193
10 H 0.474
11 O -0.692
12 O -0.680
13 O -0.489
14 O -0.680



B:
Computed, not measured: C4H6O4 in the gas phase, with ωB97M-V/def2-TZVPD.

Summary:
LUMO: 0.59 eV
gap between HOMO and LUMO: 11.0 eV
SMILES: CC(=O)OCC(=O)O
highest occupied orbital energy: -10.38 eV

Atoms and positions in Å:
C -2.2969 -0.3508 -0.4544
C -0.9276 0.2756 -0.1557
O -0.6996 1.4069 0.2235
O 0.0107 -0.6739 -0.2069
C 1.0508 -0.4626 0.7251
C 2.2560 0.0773 -0.0612
O 3.2140 -0.5509 -0.4765
O 2.0317 1.3019 -0.4077
H -2.3742 -1.3135 0.1121
H -2.3219 -0.5832 -1.5622
H -3.0594 0.3715 -0.1839
H 1.2083 -1.3997 1.2141
H 0.7573 0.2893 1.4243
H 1.1509 1.6123 -0.1907

Taken from the natural (NBO) analysis, the atomic charges in e are:
1 C -0.717
2 C 0.819
3 O -0.621
4 O -0.491
5 C -0.193
6 C 0.759
7 O -0.561
8 O -0.664
9 H 0.247
10 H 0.252
11 H 0.241
12 H 0.215
13 H 0.206
14 H 0.509



Which one sits at the bottom of the stability order? A does.



A:
Computed, not measured: a 2-piece molecular cluster, C3H8NO2 overall, with ωB97M-V/def2-TZVPD.

Summary:
charge: +1
LUMO: -5.19 eV
gap between HOMO and LUMO: 9.4 eV
highest occupied orbital energy: -14.56 eV

Atoms and positions in Å:
C -0.4862 -1.9868 -1.1909
C 0.8067 2.1244 0.9898
C -0.7226 0.3680 0.5857
N 0.4409 -1.1509 -0.5802
O 1.6251 -1.3751 -0.6356
O 0.1128 0.8904 1.3858
H -1.1552 -1.2119 -1.8191
H -1.0957 -2.3287 -0.3964
H -0.0785 -2.9925 -1.6285
H 0.2432 3.0825 1.2647
H 0.8720 2.0432 -0.1251
H 1.8215 2.1953 1.4914
H -1.0021 0.8499 -0.3396
H -1.3820 -0.5078 0.9980

Taken from the natural (NBO) analysis, the atomic charges in e are:
1 C -0.525
2 C -0.288
3 C 0.273
4 N 0.170
5 O -0.166
6 O -0.389
7 H 0.266
8 H 0.251
9 H 0.272
10 H 0.241
11 H 0.201
12 H 0.256
13 H 0.199
14 H 0.238



B:
Computed, not measured: an isolated ion of composition C3H8NO2 and charge +1, with ωB97M-V/def2-TZVPD.

Summary:
charge: +1
LUMO: -3.87 eV
gap between HOMO and LUMO: 11.2 eV
SMILES: [NH3+][C@@H](C=O)CO
highest occupied orbital energy: -15.06 eV

Atoms and positions in Å:
N -0.6541 0.6443 1.4608
C -0.0070 0.5564 0.0451
C 1.1065 -0.4852 0.2990
O 1.2959 -0.9632 1.3813
C -1.0382 0.0417 -0.9768
O -0.2863 0.0748 -2.1872
H -0.2809 1.5122 1.8985
H -0.2346 -0.1573 1.9689
H -1.6722 0.6550 1.5560
H 0.4245 1.5347 -0.1015
H 1.6403 -0.7874 -0.6119
H -1.3008 -1.0051 -0.7927
H -1.8095 0.8255 -1.0082
H -0.5342 -0.6806 -2.7294

Taken from the natural (NBO) analysis, the atomic charges in e are:
1 N -0.710
2 C -0.149
3 C 0.429
4 O -0.486
5 C -0.088
6 O -0.706
7 H 0.448
8 H 0.462
9 H 0.448
10 H 0.256
11 H 0.185
12 H 0.209
13 H 0.205
14 H 0.497



Which one sits at the bottom of the stability order? A does.



A:
Computed, not measured: CH3N2S as an isolated structure, with ωB97M-V/def2-TZVPD.

Summary:
charge: +1
LUMO (alpha / beta): -6.62 / -6.62 eV
gap between HOMO and LUMO (alpha / beta): 7.5 / 7.5 eV
highest occupied orbital energy (alpha / beta): -14.14 / -14.14 eV

Atoms and positions in Å:
C 0.4469 -0.5178 -0.0671
N 1.0786 -1.0394 -1.0154
N -0.3700 0.0819 0.6896
S 1.7118 -2.4063 0.0622
H 1.7309 -0.7574 -1.7993
H -0.8868 1.0138 0.5403
H -0.6735 -0.0702 1.6883

Taken from the natural (NBO) analysis, the atomic charges in e are:
1 C 0.704
2 N -0.629
3 N -0.767
4 S 0.228
5 H 0.493
6 H 0.477
7 H 0.494



B:
Computed, not measured: an isolated ion of composition CH3N2S and charge +1, with ωB97M-V/def2-TZVPD.

Summary:
charge: +1
LUMO (alpha / beta): -6.31 / -6.32 eV
gap between HOMO and LUMO (alpha / beta): 8.5 / 8.5 eV
SMILES: [NH+]#S#CN
highest occupied orbital energy (alpha / beta): -14.79 / -14.80 eV

Atoms and positions in Å:
N 1.1934 -1.2303 -0.0074
S 1.5626 0.2717 0.1203
C 0.0705 0.7202 -0.1726
N -1.1845 0.6243 0.0823
H 1.9428 -1.8741 -0.4651
H -1.5630 0.5923 1.0689
H -2.0219 0.8959 -0.6264

Taken from the natural (NBO) analysis, the atomic charges in e are:
1 N -0.887
2 S 1.112
3 C 0.070
4 N -0.651
5 H 0.429
6 H 0.451
7 H 0.477



Which one sits at the bottom of the stability order? B does.